1.
DFT (ωB97M-V/def2-TZVPD) results for a cluster of 10 separate species, C47H86N13O12P3 in total.

As for the spin multiplicity: 1. The SMILES is CN(C)P(=O)(N(C)C)N(C)C.CN(C)P(=O)(N(C)C)N(C)C.CN(C)P(=O)(N(C)C)N(C)C.O=C1OCCO1.O=C1OCCO1.O=C1OCCO1.c1ccncc1.c1ccncc1.c1ccncc1.c1ccncc1. As for the net charge: 0. The value obtained for the frontier orbital gap is 8.9 eV.

Structure (XYZ):
```
161
Properties=species:S:1:pos:R:3:mulliken_charge:R:1
C -24.978 3.690 17.502 -1.226
N -25.743 3.354 16.309 0.458
C -25.503 2.047 15.825 -1.575
P -27.309 3.938 16.293 0.363
O -28.355 3.453 17.232 -0.879
N -27.163 5.610 16.364 0.410
C -27.830 6.275 17.461 -1.291
C -25.941 6.336 15.967 -0.501
N -27.725 3.606 14.703 0.297
C -27.089 4.365 13.589 -0.635
C -29.127 3.379 14.430 -1.215
H -24.701 2.958 18.223 0.438
H -25.421 4.494 18.058 0.400
H -24.050 4.083 17.103 0.301
H -24.476 1.814 15.840 0.558
H -25.926 1.880 14.842 0.536
H -26.049 1.266 16.469 0.408
H -28.278 7.202 17.140 0.362
H -28.574 5.685 17.869 0.497
H -27.132 6.490 18.283 0.342
H -26.160 7.462 15.878 0.471
H -25.187 6.280 16.841 0.209
H -25.529 6.057 15.036 -0.319
H -27.560 4.133 12.636 0.618
H -27.279 5.420 13.832 0.303
H -26.013 4.165 13.500 -0.303
H -29.566 2.750 15.096 0.430
H -29.147 2.844 13.445 0.386
H -29.720 4.286 14.256 0.326
C -15.766 3.969 14.425 -1.907
N -15.922 3.420 15.781 1.096
C -14.960 3.980 16.655 -1.144
P -16.962 2.278 16.146 -0.273
O -17.971 2.028 15.109 -0.530
N -16.012 0.825 16.221 -0.075
C -15.206 0.621 14.975 -0.776
C -16.790 -0.317 16.557 -1.186
N -17.442 2.539 17.660 1.154
C -16.817 2.215 18.896 -1.087
C -18.419 3.606 17.729 -1.496
H -14.689 3.976 14.043 0.293
H -16.070 5.018 14.352 0.804
H -16.345 3.508 13.655 0.376
H -13.974 4.232 16.141 0.300
H -14.647 3.135 17.298 0.436
H -15.253 4.869 17.226 0.195
H -14.392 -0.090 15.233 0.316
H -15.909 0.137 14.220 0.208
H -14.835 1.520 14.481 0.283
H -16.120 -1.175 16.793 0.295
H -17.531 -0.046 17.334 0.376
H -17.398 -0.564 15.736 0.393
H -17.585 2.115 19.660 0.252
H -16.263 1.305 18.770 0.408
H -16.149 3.018 19.292 0.236
H -19.078 3.470 18.638 0.296
H -19.016 3.762 16.868 0.244
H -18.004 4.571 17.870 0.481
C -15.381 8.238 11.363 -1.130
N -16.296 7.329 12.095 0.245
C -16.425 7.602 13.516 -1.069
P -17.829 6.970 11.427 0.344
O -18.729 6.517 12.537 -0.156
N -18.560 8.239 10.569 0.671
C -18.034 8.759 9.381 -1.174
C -19.381 9.103 11.359 -0.153
N -17.470 5.862 10.183 0.077
C -18.612 5.556 9.314 -0.708
C -16.734 4.702 10.574 -0.896
H -15.156 7.759 10.405 0.350
H -14.425 8.164 11.862 0.457
H -15.610 9.316 11.324 0.224
H -15.450 7.393 14.070 0.336
H -17.240 6.996 13.892 0.130
H -16.558 8.727 13.680 0.313
H -17.427 8.089 8.796 0.357
H -18.864 9.176 8.785 0.347
H -17.296 9.597 9.545 0.273
H -20.262 9.477 10.852 0.407
H -19.753 8.605 12.213 -0.549
H -18.739 9.951 11.683 0.246
H -19.253 4.697 9.674 -0.083
H -19.250 6.474 9.195 0.360
H -18.159 5.201 8.324 0.329
H -17.374 3.819 10.663 0.120
H -16.249 4.891 11.561 0.240
H -15.984 4.609 9.774 0.343
O -18.125 7.610 17.032 -0.593
C -19.130 7.912 16.459 0.604
O -19.188 8.724 15.396 -0.403
C -20.427 8.559 14.740 0.778
C -21.313 8.285 15.962 0.153
O -20.349 7.519 16.797 -0.391
H -20.658 9.490 14.240 0.541
H -20.381 7.702 14.067 -0.950
H -22.181 7.655 15.740 -0.123
H -21.614 9.153 16.503 0.322
O -23.143 10.163 13.948 -0.634
C -23.611 9.344 13.148 0.598
O -23.030 9.034 11.967 -0.294
C -23.935 8.186 11.193 -0.378
C -24.902 7.669 12.351 0.472
O -24.759 8.662 13.348 -0.363
H -24.570 8.780 10.535 0.316
H -23.481 7.405 10.647 0.325
H -24.650 6.676 12.783 -0.537
H -25.913 7.607 11.923 0.496
O -24.810 5.417 10.511 -0.551
C -24.257 4.390 10.636 0.524
O -24.857 3.169 10.779 -0.363
C -23.852 2.233 11.059 0.134
C -22.543 2.960 10.625 0.422
O -22.948 4.261 10.484 -0.257
H -23.929 2.011 12.139 -0.018
H -23.936 1.288 10.483 0.322
H -22.147 2.563 9.640 0.038
H -21.739 2.976 11.349 -0.195
C -22.053 0.077 18.113 -0.446
C -21.017 0.940 18.466 0.107
C -20.511 0.995 19.748 0.033
N -20.866 0.127 20.707 -0.577
C -21.834 -0.769 20.390 -0.318
C -22.489 -0.823 19.115 -0.618
H -22.470 0.023 17.136 0.718
H -20.568 1.650 17.759 0.165
H -19.588 1.512 19.878 0.121
H -22.196 -1.458 21.104 0.375
H -23.174 -1.587 18.847 0.456
C -23.152 -3.169 14.584 -0.479
C -24.155 -2.493 15.295 -0.507
C -24.480 -1.184 14.942 -0.247
N -23.917 -0.525 13.909 -0.088
C -22.886 -1.126 13.323 0.219
C -22.538 -2.437 13.563 -0.528
H -22.862 -4.160 14.937 0.402
H -24.705 -3.061 16.084 0.390
H -25.188 -0.602 15.481 0.326
H -22.290 -0.526 12.723 0.295
H -21.699 -2.972 13.022 0.202
C -21.044 3.323 14.344 -0.646
C -22.389 3.297 14.637 -0.558
C -23.185 4.337 14.277 0.719
N -22.742 5.442 13.773 1.375
C -21.484 5.502 13.395 -1.758
C -20.548 4.427 13.671 -1.871
H -20.373 2.500 14.541 0.741
H -22.767 2.382 15.084 0.029
H -24.262 4.352 14.558 -0.651
H -21.200 6.352 12.883 1.463
H -19.528 4.585 13.390 0.765
C -20.317 -1.087 9.623 -0.445
C -19.766 -0.138 8.740 -0.628
C -19.277 1.039 9.267 -0.334
N -19.272 1.309 10.584 -0.025
C -19.766 0.381 11.407 -0.657
C -20.215 -0.845 10.933 -0.185
H -20.798 -1.991 9.248 0.401
H -19.929 -0.237 7.682 0.373
H -18.920 1.805 8.649 0.468
H -19.636 0.520 12.460 0.674
H -20.628 -1.584 11.581 0.369
```

=====

2.
DFT (ωB97M-V/def2-TZVPD) results for the molecule C17H19N5O3.

As for the spin multiplicity: 1. The SMILES is N[C@@H](Cc1c[nH]cn1)C(=O)N[C@@H](Cc1c[nH]c2ccccc12)C(=O)O. As for the net charge: 0. The value obtained for the frontier orbital gap is 8.1 eV.

Structure (XYZ):
```
44
Properties=species:S:1:pos:R:3:nbo_charge:R:1
N 0.926 0.156 -1.515 -0.900
C 0.290 1.412 -0.932 -0.133
C -0.926 1.952 -1.771 -0.477
C -0.641 1.985 -3.265 0.106
C -1.063 2.904 -4.327 -0.093
N -0.376 2.634 -5.456 -0.528
C 0.238 1.445 -5.224 0.176
N 0.036 0.898 -4.018 -0.486
C 0.097 1.324 0.537 0.703
O -0.573 2.006 1.208 -0.620
N 1.177 0.517 1.132 -0.697
C 1.356 0.811 2.644 -0.151
C 0.148 0.211 3.461 -0.425
C -0.218 -1.109 2.889 -0.103
C 0.316 -2.332 3.346 -0.015
N 0.187 -3.226 2.293 -0.528
C -0.677 -2.735 1.376 0.145
C -1.012 -3.505 0.339 -0.248
C -1.667 -2.898 -0.643 -0.214
C -1.996 -1.474 -0.539 -0.281
C -1.811 -0.839 0.786 -0.206
C -0.940 -1.371 1.649 -0.106
C 2.625 0.060 2.988 0.796
O 3.087 -0.684 2.149 -0.555
O 3.247 0.236 4.199 -0.710
H 0.309 -0.619 -1.266 0.367
H 1.047 0.254 -2.603 0.427
H 1.326 2.173 -0.971 0.230
H -0.904 3.072 -1.417 0.249
H -1.905 1.281 -1.491 0.245
H -1.501 3.861 -4.224 0.209
H -0.615 2.804 -6.487 0.430
H 0.479 0.940 -6.078 0.179
H 1.623 -0.108 0.463 0.468
H 1.326 1.811 2.913 0.229
H -0.800 0.967 3.608 0.246
H 0.391 0.020 4.603 0.213
H 1.066 -2.671 4.188 0.228
H 0.618 -4.206 2.273 0.416
H -0.696 -4.584 0.375 0.211
H -1.693 -3.474 -1.708 0.218
H -2.666 -0.981 -1.439 0.233
H -2.015 0.294 0.908 0.238
H 2.784 0.788 5.050 0.510
```

=====

3.
DFT (ωB97M-V/def2-TZVPD) results for a structure of composition C50H60N9O8S4SbV.

As for the spin multiplicity: 4. As for the net charge: -2. The value obtained for the frontier orbital gap (alpha / beta) is 4.0 / 5.8 eV.

Structure (XYZ):
```
133
Properties=species:S:1:pos:R:3:mulliken_charge:R:1
V 0.188 0.043 -0.411 0.066
S -5.437 4.331 -0.123 -0.225
C -5.660 4.963 1.459 -0.448
C -4.553 4.755 2.224 -0.672
C -3.511 4.088 1.530 -0.879
C -3.833 3.786 0.227 0.496
C -3.059 3.073 -0.771 2.217
C -1.891 2.416 -0.382 -2.136
N -1.158 1.657 -1.175 1.950
C -1.525 1.553 -2.500 -0.926
C -2.711 2.168 -2.984 0.769
C -3.035 1.968 -4.379 -0.940
C -2.240 1.245 -5.192 -1.484
C -1.025 0.634 -4.712 1.033
C -0.202 -0.148 -5.494 -1.075
C 0.944 -0.734 -4.937 0.507
C 1.215 -0.439 -3.591 -0.857
N 0.475 0.318 -2.815 0.714
C -0.682 0.831 -3.346 -0.222
C 1.833 -1.614 -5.684 0.333
C 2.727 -2.541 -5.209 -0.513
C 3.427 -3.223 -6.238 -0.596
C 3.062 -2.821 -7.486 -0.423
S 1.866 -1.593 -7.411 -0.215
C -3.479 2.910 -2.114 -1.173
H -6.585 5.440 1.739 0.423
H -4.478 5.061 3.259 0.407
H -2.564 3.826 1.980 0.798
H -1.568 2.405 0.653 -0.228
H -3.947 2.417 -4.759 0.435
H -2.506 1.098 -6.234 0.355
H -0.474 -0.328 -6.529 0.356
H 2.121 -0.832 -3.135 0.379
H 2.847 -2.759 -4.157 0.487
H 4.157 -3.997 -6.050 0.373
H 3.422 -3.187 -8.434 0.403
H -4.396 3.366 -2.474 0.399
O 1.549 -5.590 -1.105 -0.608
C 2.433 -5.054 -0.276 0.263
O 3.349 -5.701 0.188 -0.684
C 2.254 -3.619 0.034 0.264
C 3.073 -2.861 0.857 -0.666
N 2.590 -1.612 0.868 0.109
N 1.506 -1.519 0.111 1.007
C 1.276 -2.706 -0.408 -1.026
C 0.047 -2.775 -1.265 1.543
O -0.251 -3.862 -1.794 -0.982
O -0.577 -1.682 -1.355 -0.367
H 0.843 -4.926 -1.407 0.416
H 3.948 -3.142 1.417 0.567
H 2.900 -0.731 1.311 0.054
C -3.789 -2.839 -0.645 -0.615
N -5.193 -3.048 -0.225 -0.013
C -5.866 -1.745 -0.286 -0.750
N -5.229 -0.728 0.550 0.109
C -3.826 -0.590 0.106 -0.249
N -3.117 -1.860 0.187 0.408
C -3.134 -2.317 1.569 -0.102
N -4.516 -2.509 2.062 -0.009
C -5.176 -3.470 1.179 -0.743
C -5.209 -1.222 1.929 -0.716
H -3.779 -2.495 -1.682 0.181
H -3.252 -3.789 -0.596 0.294
H -6.904 -1.872 0.040 0.359
H -5.864 -1.398 -1.322 0.367
H -3.306 0.138 0.731 -0.046
H -3.816 -0.234 -0.929 -0.029
H -2.619 -1.580 2.184 -0.224
H -2.600 -3.268 1.640 0.260
H -6.209 -3.610 1.515 0.319
H -4.654 -4.428 1.250 0.370
H -4.704 -0.486 2.557 0.288
H -6.241 -1.338 2.278 0.391
C -1.237 -0.838 5.085 -1.323
C -0.103 -0.017 5.687 0.674
C 0.130 -0.405 7.143 -1.580
Sb 1.665 -0.098 4.411 0.841
C 1.952 2.071 4.355 0.236
C 0.879 2.811 3.566 -0.838
C 2.076 2.684 5.746 -1.472
C 3.196 -0.396 5.968 0.184
C 3.307 -1.884 6.285 -1.459
C 4.525 0.116 5.420 -1.570
H -2.155 -0.719 5.673 0.443
H -0.990 -1.905 5.085 0.272
H -1.437 -0.555 4.052 0.163
H -0.386 1.040 5.665 0.086
H 0.457 -1.444 7.238 0.257
H -0.805 -0.321 7.710 0.432
H 0.874 0.223 7.635 0.349
H 2.892 2.182 3.811 0.405
H -0.082 2.798 4.092 0.327
H 0.700 2.373 2.586 -0.580
H 1.165 3.866 3.445 0.544
H 1.145 2.569 6.311 0.207
H 2.267 3.763 5.673 0.479
H 2.879 2.248 6.342 0.332
H 2.947 0.150 6.881 0.290
H 3.621 -2.442 5.398 0.289
H 2.361 -2.320 6.613 0.314
H 4.050 -2.081 7.069 0.383
H 4.789 -0.408 4.495 0.319
H 5.349 -0.050 6.127 0.433
H 4.501 1.180 5.183 0.323
S -0.584 0.194 1.639 -0.300
C -3.856 7.754 -1.652 -1.739
C -2.695 6.837 -1.920 0.967
C -2.603 6.136 -3.118 -0.729
C -1.498 5.350 -3.406 -0.221
C -0.461 5.275 -2.487 0.093
C -0.555 5.924 -1.266 -0.534
C -1.671 6.694 -0.987 -0.617
S 1.036 4.475 -2.988 1.356
O 0.692 3.575 -4.055 -0.611
O 2.024 5.495 -3.242 -0.853
N 1.498 3.705 -1.633 0.486
C 2.938 3.538 -1.394 -0.864
C 3.218 3.093 0.031 -0.887
C 2.698 1.701 0.370 -0.089
O 3.179 1.083 1.326 -0.720
O 1.807 1.286 -0.446 0.211
H -4.792 7.336 -2.021 0.360
H -3.709 8.717 -2.149 0.378
H -3.971 7.944 -0.585 0.357
H -3.412 6.199 -3.837 0.354
H -1.430 4.796 -4.332 0.470
H 0.241 5.820 -0.540 0.406
H -1.751 7.190 -0.027 0.307
H 1.009 2.812 -1.511 -0.407
H 3.420 4.497 -1.585 0.531
H 3.360 2.810 -2.094 0.268
H 2.793 3.793 0.756 0.218
H 4.299 3.095 0.196 0.416
```

=====

4.
DFT (ωB97M-V/def2-TZVPD) results for the molecule C3H6O2S.

As for the spin multiplicity: 1. The SMILES is C/C=C/[SH](=O)=O. As for the net charge: 0. The value obtained for the frontier orbital gap is 10.9 eV.

Structure (XYZ):
```
12
Properties=species:S:1:pos:R:3:nbo_charge:R:1
C -0.442 -0.109 1.219 -0.667
C -0.403 0.443 -0.130 -0.142
C 0.738 0.302 -0.809 -0.417
S 0.851 0.834 -2.730 1.944
O -0.454 1.376 -3.120 -0.910
O 2.060 1.431 -3.142 -0.916
H 0.279 0.441 1.903 0.237
H -1.386 -0.255 1.720 0.231
H -0.096 -1.144 1.173 0.222
H -1.192 1.060 -0.431 0.226
H 1.426 -0.504 -0.471 0.217
H 1.065 -0.564 -3.192 -0.025
```

=====

5.
DFT (ωB97M-V/def2-TZVPD) results for a structure of composition BaFNO2S2.

As for the spin multiplicity: 1. As for the net charge: 0. The value obtained for the frontier orbital gap is 7.8 eV.

Structure (XYZ):
```
7
Properties=species:S:1:pos:R:3:mulliken_charge:R:1
Ba 0.818 -0.887 -1.761 1.639
N 0.611 1.147 1.408 -0.190
S 1.829 0.979 0.195 -0.595
S -0.652 0.324 1.314 0.972
O -1.697 0.398 2.314 -0.434
O -0.779 -0.693 0.231 -0.603
F -0.130 -1.268 -3.701 -0.789
```

=====

6.
DFT (ωB97M-V/def2-TZVPD) results for the ion C5H6N5O2 with charge +1.

As for the spin multiplicity: 1. The SMILES is N=C=C([C@@H]([NH3+])N=C=O)N1N=C1O. As for the net charge: +1. The value obtained for the frontier orbital gap is 9.2 eV.

Structure (XYZ):
```
18
Properties=species:S:1:pos:R:3:nbo_charge:R:1
N 0.296 -2.150 1.069 -0.534
C 0.130 -1.268 0.317 0.478
C -0.036 -0.254 -0.503 -0.215
C 0.949 0.836 -0.792 0.128
N 0.680 1.900 0.298 -0.708
N 2.331 0.613 -0.786 -0.571
C 2.835 -0.319 -0.155 0.875
O 3.566 -1.108 0.218 -0.390
N -1.362 0.000 -0.831 -0.324
N -2.103 0.463 0.477 -0.376
C -2.505 -0.485 -0.233 0.682
O -3.382 -1.373 -0.314 -0.630
H 0.344 -3.090 1.062 0.424
H 0.703 1.433 -1.703 0.245
H -0.406 2.167 0.248 0.481
H 1.233 2.760 0.265 0.446
H 0.882 1.396 1.135 0.430
H -4.155 -1.521 0.228 0.558
```

=====

no.,total energy (hartree),maximum force (eV/Å)
1,-4481.32754,4.4
2,-1158.51915,6.7
3,-5813.29703,0.4
4,-666.46956,4.6
5,-1126.97193,1.7
6,-617.95236,3.8